{"formula": "C48H108FP3", "method": "ωB97M-V/def2-TZVPD", "symbols": ["F", "C", "C", "C", "C", "P", "C", "C", "C", "C", "C", "C", "C", "C", "C", "C", "C", "C", "H", "H", "H", "H", "H", "H", "H", "H", "H", "H", "H", "H", "H", "H", "H", "H", "H", "H", "H", "H", "H", "H", "H", "H", "H", "H", "H", "H", "H", "H", "H", "H", "H", "H", "H", "H", "C", "C", "C", "C", "P", "C", "C", "C", "C", "C", "C", "C", "C", "C", "C", "C", "C", "H", "H", "H", "H", "H", "H", "H", "H", "H", "H", "H", "H", "H", "H", "H", "H", "H", "H", "H", "H", "H", "H", "H", "H", "H", "H", "H", "H", "H", "H", "H", "H", "H", "H", "H", "H", "C", "C", "C", "C", "P", "C", "C", "C", "C", "C", "C", "C", "C", "C", "C", "C", "C", "H", "H", "H", "H", "H", "H", "H", "H", "H", "H", "H", "H", "H", "H", "H", "H", "H", "H", "H", "H", "H", "H", "H", "H", "H", "H", "H", "H", "H", "H", "H", "H", "H", "H", "H", "H"], "xyz": [[11.86528, -12.69434, -7.95844], [15.52696, -11.60449, -9.67282], [15.93410, -10.33021, -8.92725], [15.58213, -10.41895, -7.44082], [14.06086, -10.43915, -7.29348], [13.50454, -10.93076, -5.64035], [11.72305, -10.71186, -5.50006], [11.03233, -9.77902, -6.49963], [9.51353, -9.93274, -6.39861], [8.84215, -8.82418, -7.21639], [14.00007, -12.62929, -5.29906], [13.67061, -13.12009, -3.88214], [14.42146, -14.41344, -3.53361], [15.95547, -14.35590, -3.54737], [14.31291, -9.78039, -4.44612], [14.14795, -8.26299, -4.63782], [14.79315, -7.56673, -3.43871], [14.61874, -6.03273, -3.38793], [15.67452, -12.56899, -9.19595], [15.96083, -11.63626, -10.67549], [14.46093, -11.47775, -9.90483], [15.55128, -9.42497, -9.39821], [17.01580, -10.21012, -9.04302], [15.96855, -9.51249, -6.96083], [16.11692, -11.21812, -6.92556], [13.56022, -11.08124, -8.02390], [13.68500, -9.41779, -7.41698], [11.55814, -10.42604, -4.45733], [11.36969, -11.73468, -5.70124], [11.30439, -10.11589, -7.50393], [11.46561, -8.79914, -6.27416], [9.18990, -9.73970, -5.37270], [9.28400, -10.93375, -6.76163], [7.76639, -8.98886, -7.30279], [9.25572, -8.75749, -8.23035], [8.99753, -7.81935, -6.82196], [15.02329, -12.78576, -5.63531], [13.33199, -13.16369, -5.99554], [12.59279, -13.17657, -3.75856], [14.13591, -12.39248, -3.20177], [14.17077, -15.12363, -4.33715], [13.99286, -14.87915, -2.64639], [16.27178, -14.28005, -4.58575], [16.28882, -15.27419, -3.06897], [16.42384, -13.53864, -2.99559], [15.28732, -10.10454, -4.08496], [13.65637, -9.92142, -3.56957], [13.10482, -7.94914, -4.68594], [14.72292, -7.99296, -5.52941], [15.86931, -7.75984, -3.45796], [14.37418, -7.94189, -2.50136], [15.02015, -5.57330, -4.29269], [15.04154, -5.58408, -2.49848], [13.53797, -5.87122, -3.45580], [11.77283, -17.62223, -11.55191], [12.60553, -17.15071, -10.35927], [11.89630, -16.84343, -9.02782], [10.93867, -15.65633, -9.20992], [9.78452, -15.34501, -7.84893], [8.63522, -16.74527, -7.85811], [8.18653, -17.37608, -6.52118], [7.12018, -18.43999, -6.79307], [7.64818, -19.65471, -7.54540], [8.90017, -13.81172, -8.25615], [7.69798, -13.43817, -7.39600], [6.88466, -12.24850, -7.90072], [6.18272, -11.51259, -6.75465], [10.68631, -15.19337, -6.28074], [9.91828, -14.68149, -5.04901], [10.55394, -15.03161, -3.71859], [10.27890, -16.45323, -3.23166], [11.57771, -18.69096, -11.54065], [12.39416, -17.42277, -12.42733], [10.85082, -17.05912, -11.70009], [13.19153, -16.25120, -10.57966], [13.37886, -17.89381, -10.14942], [12.63616, -16.48235, -8.31394], [11.39627, -17.75915, -8.70724], [10.37796, -15.72064, -10.15006], [11.48416, -14.70974, -9.33439], [9.10726, -17.52442, -8.46431], [7.77378, -16.49600, -8.48773], [7.81752, -16.56829, -5.88588], [9.04656, -17.80639, -6.00289], [6.31141, -18.00629, -7.38775], [6.68189, -18.71444, -5.83216], [7.90705, -19.46277, -8.58735], [6.85387, -20.40325, -7.59668], [8.48864, -20.14891, -7.05504], [8.59029, -14.01503, -9.29167], [9.65416, -13.02101, -8.34662], [8.01030, -13.24291, -6.36343], [7.07178, -14.31804, -7.20239], [6.18034, -12.60647, -8.65142], [7.55386, -11.55261, -8.41769], [6.88306, -11.13639, -6.01178], [5.48343, -12.24589, -6.34800], [5.60200, -10.65950, -7.10348], [11.47661, -14.45006, -6.44445], [11.19080, -16.14989, -6.10446], [8.91163, -15.11330, -5.07040], [9.77282, -13.60975, -5.20189], [10.24407, -14.40161, -2.88469], [11.64416, -14.94458, -3.78490], [10.72864, -16.61959, -2.25139], [10.69790, -17.26729, -3.83520], [9.21613, -16.69571, -3.14980], [6.44089, -11.04325, -11.97756], [7.53647, -9.98831, -12.08549], [8.40883, -9.93048, -10.80513], [9.36155, -11.10909, -10.60904], [10.77108, -11.15310, -11.78213], [11.60064, -9.52995, -11.56304], [11.80270, -9.05581, -10.12002], [12.37680, -7.63455, -10.16232], [13.88551, -7.54813, -10.44923], [11.90710, -12.44765, -11.23088], [13.10273, -12.64892, -12.15699], [13.98544, -13.79949, -11.67848], [15.24105, -13.85590, -12.56576], [10.34046, -11.40765, -13.53675], [9.48720, -12.63096, -13.87414], [9.36054, -12.77247, -15.40463], [8.32899, -13.85911, -15.73755], [6.76189, -11.99976, -12.40080], [5.63991, -10.67786, -12.62493], [6.05131, -11.28074, -10.99180], [7.09679, -8.99648, -12.19519], [8.19893, -10.14260, -12.93432], [7.69363, -9.79085, -9.99068], [8.96077, -8.98398, -10.76611], [8.87940, -12.08575, -10.67906], [9.97506, -11.05253, -9.70067], [11.04530, -8.82104, -12.18568], [12.53754, -9.64338, -12.11979], [12.50781, -9.73847, -9.63784], [10.86651, -9.01671, -9.56567], [12.19245, -7.10878, -9.22119], [11.83491, -7.05388, -10.91267], [14.47087, -7.65798, -9.53409], [14.08623, -6.56895, -10.87467], [14.21106, -8.37977, -11.07838], [11.19867, -13.28463, -11.17105], [12.16391, -12.10770, -10.21929], [13.68164, -11.72310, -12.20056], [12.75265, -12.86833, -13.16902], [13.43444, -14.73208, -11.79977], [14.27781, -13.61929, -10.64853], [16.11165, -14.29516, -12.08398], [15.48178, -12.92033, -13.07511], [15.05537, -14.49885, -13.43621], [11.35387, -11.54376, -13.92891], [9.94149, -10.45119, -13.86804], [8.50825, -12.54149, -13.39891], [9.90997, -13.56362, -13.48804], [10.34485, -13.00418, -15.80822], [8.98839, -11.81322, -15.76946], [7.32283, -13.44275, -15.65982], [8.33468, -14.61492, -14.94796], [8.51214, -14.25448, -16.73131]], "lumo_energy_ev": -3.6, "e_above_lowest_kcal_mol": 37.6, "total_charge": 2, "homo_lumo_gap_ev": 10.5, "homo_energy_ev": -14.09}